## w
Here is 2 unconnected molecules or ions with the total composition C5H10N2O2S from the Open Molecules 2025 dataset. Energies are from ωB97M-V/def2-TZVPD.

Last column: natural (NBO) charge in e.
Geometry (Å):
C: 0.344 1.107 -1.726  -0.26
H: -0.429 -2.587 -0.203  0.24
O: 2.406 -1.080 -0.840  -0.29
C: -0.309 0.345 0.698  -0.40
S: 0.770 1.746 0.119  0.00
N: 2.933 -0.097 -0.440  0.36
O: 3.195 -0.167 0.908  -0.57
C: -1.609 0.835 1.327  -0.62
H: -1.462 0.977 2.459  0.22
H: -1.738 -2.127 -1.193  0.24
H: 0.303 -0.090 1.473  0.23
N: -0.313 -0.091 -1.619  -0.42
H: -1.831 -1.917 0.595  0.22
H: -0.426 1.903 -1.951  0.23
H: -1.984 1.791 0.969  0.23
H: -2.441 0.126 1.153  0.21
H: 3.050 0.700 1.286  0.49
H: 1.342 1.053 -2.194  0.24
C: -0.607 -0.547 -0.505  0.34
C: -1.192 -1.881 -0.316  -0.66

Values from the calculation:
LUMO level ... 0.31 eV
Kohn-Sham gap ... 8.95 eV
Net charge ... 0
SMILES ... CC1=NCS[C@H]1C.O=NO

---

## x
Here is a single C5H10N2O2S molecule from the Open Molecules 2025 dataset. Energies are from ωB97M-V/def2-TZVPD.

Last column: natural (NBO) charge in e.
Geometry (Å):
S: -1.286 -0.164 -0.212  0.37
C: 0.924 2.117 1.995  -0.68
C: 1.546 -2.237 -1.933  -0.44
C: -3.068 0.289 0.188  -0.68
O: 1.648 0.410 0.477  -0.53
H: 1.975 2.542 1.942  0.23
N: -0.625 1.007 0.680  -0.67
H: 0.883 1.765 3.038  0.23
H: 2.434 -2.743 -2.364  0.20
H: 1.292 -1.716 0.003  0.40
N: 1.736 -1.346 -0.805  -0.61
C: 0.583 1.105 1.015  0.54
C: 1.537 0.010 -0.813  0.88
H: 0.216 3.026 1.945  0.25
H: -3.156 1.267 -0.138  0.22
H: -3.566 -0.426 -0.337  0.21
O: 1.430 0.808 -1.713  -0.58
H: 0.795 -3.028 -1.906  0.21
H: 1.374 -1.662 -2.781  0.22
H: -3.128 0.442 1.260  0.23

Values from the calculation:
LUMO level ... 0.73 eV
Kohn-Sham gap ... 8.99 eV
Net charge ... 0
SMILES ... CNC(=O)O/C(C)=N\SC

---

Most stable to least stable, the ends of the list are x and w.

---

## w
Here is 2 unconnected molecules or ions with the total composition C6H11N4 from the Open Molecules 2025 dataset. Energies are from ωB97M-V/def2-TZVPD.

Last column: Löwdin spin population.
Geometry (Å):
H: -0.093 2.942 0.866  0.00
C: -1.640 -0.778 -0.094  0.10
H: -2.812 -2.291 -1.299  0.01
N: -0.568 -1.077 0.603  0.01
C: -1.555 0.603 -0.368  0.04
C: -2.813 -1.626 -0.426  0.02
H: 4.928 -0.541 0.260  0.03
C: 2.977 -0.802 -0.650  0.50
C: 0.258 2.428 -0.048  0.01
H: -0.508 -1.802 1.361  0.00
N: 0.287 0.017 0.656  0.09
H: -3.095 -2.182 0.527  0.00
N: 1.472 -0.149 1.257  0.69
H: -0.124 2.813 -0.969  0.00
H: 1.814 0.786 1.399  0.02
H: -2.176 1.291 -0.958  0.00
H: -3.611 -0.963 -0.698  0.00
C: -0.315 1.033 0.120  0.06
H: 2.126 -1.289 -1.120  0.07
N: 4.143 -0.721 -0.456  0.36
H: 1.303 2.307 0.038  0.00

Values from the calculation:
LUMO level (spin up / spin down) ... -3.40 / -5.78 eV
Kohn-Sham gap (spin up / spin down) ... 5.44 / 8.70 eV
<S²> ... 2.0163
2S+1 ... 3
Net charge ... +1

---

## x
Here is 2 unconnected molecules or ions with the total composition C6H11N4 from the Open Molecules 2025 dataset. Energies are from ωB97M-V/def2-TZVPD.

Last column: Löwdin spin population.
Geometry (Å):
H: 3.661 1.424 -0.153  0.01
C: 2.923 0.891 0.338  0.21
C: 1.119 -0.164 0.740  0.19
H: -3.058 1.610 -1.290  0.00
H: -2.618 -0.076 -3.646  0.00
C: 2.023 -0.379 1.973  0.30
H: 0.888 -1.261 3.520  0.03
N: 1.756 0.601 -0.123  0.05
H: 3.865 0.562 2.195  0.00
C: -2.479 0.074 -2.571  0.00
C: -3.513 1.018 -2.055  0.00
H: -0.301 -1.520 1.157  0.01
H: -0.509 -0.650 -0.353  0.01
C: 1.848 -0.926 3.204  0.61
N: -1.642 -0.671 -2.001  0.00
N: 3.170 0.293 1.561  0.23
H: 2.493 -0.809 3.995  0.04
H: -3.959 1.650 -2.789  0.00
H: -4.281 0.272 -1.620  0.00
N: -0.041 -0.687 0.584  0.31
H: -1.346 -1.252 -2.668  0.00

Values from the calculation:
LUMO level (spin up / spin down) ... -2.58 / -7.37 eV
Kohn-Sham gap (spin up / spin down) ... 8.61 / 5.99 eV
<S²> ... 2.0121
2S+1 ... 3
Net charge ... +1

---

Most stable to least stable, the ends of the list are x and w.

---

## w
Here is a molecular structure, C14H34MnO18S4 from the Open Molecules 2025 dataset. Energies are from ωB97M-V/def2-TZVPD.

Last column: Löwdin spin population.
Geometry (Å):
C: -16.708 -29.240 21.139  0.00
H: -15.035 -27.106 28.112  0.00
O: -13.434 -30.613 20.117  0.00
C: -14.068 -27.051 28.613  0.00
O: -17.902 -27.112 23.518  0.00
S: -14.199 -29.729 20.914  0.00
C: -15.739 -23.021 27.079  0.00
O: -14.049 -28.314 20.780  0.00
O: -15.702 -30.114 20.597  0.00
C: -15.776 -25.628 23.523  0.00
O: -10.779 -28.959 21.542  0.00
O: -8.974 -30.834 29.704  0.00
H: -10.815 -32.451 28.897  0.00
H: -15.260 -26.237 24.266  0.00
H: -19.556 -24.452 20.796  0.00
H: -19.982 -25.551 23.001  0.00
C: -14.086 -30.188 22.623  0.00
H: -11.310 -30.903 28.165  0.00
O: -7.214 -31.542 28.150  0.00
H: -17.641 -27.410 20.847  0.00
H: -9.585 -29.107 27.485  0.00
C: -13.147 -29.145 25.752  0.01
H: -16.277 -22.593 27.919  0.00
Mn: -12.002 -26.963 24.941  4.74
O: -10.553 -26.741 21.852  0.01
O: -18.039 -24.754 22.922  0.00
H: -14.033 -29.243 23.154  0.00
H: -16.369 -23.022 26.190  0.00
H: -13.161 -30.726 22.807  0.00
H: -20.914 -23.722 21.586  0.00
O: -12.021 -28.965 26.280  0.04
H: -13.179 -30.797 26.470  0.00
O: -13.734 -30.343 25.818  0.00
C: -10.829 -27.837 22.317  0.01
H: -14.857 -22.402 26.897  0.00
H: -17.623 -29.804 21.323  0.00
H: -10.977 -28.605 20.665  0.00
H: -19.384 -22.866 21.625  0.00
H: -16.380 -28.866 22.110  0.00
O: -12.022 -25.439 28.742  0.00
O: -17.676 -25.371 25.268  0.00
H: -16.243 -27.524 19.856  0.00
S: -17.453 -25.830 23.930  0.00
C: -19.833 -23.856 21.667  0.00
S: -13.149 -25.725 27.945  0.01
C: -17.092 -28.110 20.203  0.00
H: -13.541 -27.983 28.421  0.00
O: -12.966 -25.947 26.531  0.04
C: -19.478 -24.587 22.932  0.00
C: -15.306 -24.450 27.267  0.00
S: -8.463 -30.915 28.372  0.00
H: -8.123 -29.527 26.640  0.00
O: -14.133 -24.530 28.113  0.00
C: -8.523 -29.308 27.628  0.00
H: -15.602 -25.913 22.489  0.00
O: -9.532 -31.629 27.430  0.00
O: -11.170 -28.063 23.538  0.06
H: -14.222 -26.814 29.661  0.00
H: -15.179 -24.978 26.323  0.00
H: -15.494 -24.588 23.675  0.00
C: -11.622 -32.677 26.987  0.00
H: -11.848 -32.209 26.022  0.00
O: -13.668 -28.222 25.061  0.06
H: -16.131 -25.015 27.718  0.00
H: -17.726 -28.409 19.375  0.00
H: -12.581 -32.972 27.419  0.00
H: -14.960 -30.759 22.915  0.00
H: -11.063 -33.560 26.670  0.00
H: -19.767 -24.001 23.806  0.00
H: -8.078 -28.601 28.316  0.00
C: -10.831 -31.868 27.977  0.00

Values from the calculation:
LUMO level (spin up / spin down) ... -0.46 / -1.12 eV
Kohn-Sham gap (spin up / spin down) ... 9.11 / 8.48 eV
<S²> ... 8.7544
2S+1 ... 6
Net charge ... 0

---

## x
Here is a molecular structure, C14H34MnO18S4 from the Open Molecules 2025 dataset. Energies are from ωB97M-V/def2-TZVPD.

Last column: Löwdin spin population.
Geometry (Å):
H: -1.768 -0.943 3.657  0.00
C: 0.905 -3.618 -4.898  0.00
H: -1.607 3.031 3.709  0.00
H: 2.597 -4.745 -0.561  0.00
H: -2.927 -2.218 1.594  0.00
H: 4.298 2.726 3.761  0.00
H: -3.876 -0.520 -1.649  0.00
O: 0.254 -2.318 -2.968  0.00
H: 2.771 0.526 2.484  0.00
O: -0.911 -0.665 -1.738  0.02
C: 2.294 1.491 -2.047  0.01
C: -2.755 -0.822 3.206  0.00
H: 2.296 -4.767 1.176  0.00
O: -2.247 4.040 -2.981  0.00
H: 1.700 4.259 4.296  0.00
C: 3.513 3.076 4.426  0.00
C: -0.841 2.287 3.495  0.00
Mn: -0.135 1.434 -0.923  4.73
C: 2.400 3.747 3.639  0.00
H: 0.976 -4.218 -2.828  0.00
O: 3.488 1.770 -2.619  0.00
O: 0.205 2.301 1.146  0.02
H: 3.064 -2.547 0.473  0.00
O: -3.815 -0.502 1.026  0.00
C: -4.210 0.457 -1.313  0.00
H: 1.976 -3.396 -4.897  0.00
H: -2.607 3.599 -3.758  0.00
C: 0.330 -3.656 -3.502  0.00
C: 1.955 -4.350 0.226  0.00
O: -4.253 1.886 0.863  0.00
C: -1.486 -0.902 -4.214  0.00
S: 0.264 3.044 2.340  0.00
H: -1.464 -1.693 -4.960  0.00
H: -0.633 -0.232 -4.318  0.00
H: 3.107 2.229 4.984  0.00
H: -1.767 -0.973 1.250  0.00
H: -3.430 -1.481 3.751  0.00
H: 3.894 3.748 5.194  0.00
O: 1.536 0.702 -2.633  0.03
H: -5.290 0.449 -1.174  0.00
H: -0.651 -4.129 -3.496  0.00
S: -3.518 0.832 0.258  0.00
H: 1.712 -2.431 -0.700  0.00
H: -1.312 1.449 2.988  0.00
S: 1.129 -0.861 1.610  0.00
S: -1.156 -1.693 -2.673  0.00
H: -3.894 1.265 -1.969  0.00
O: -0.599 3.496 -1.557  0.04
H: 0.472 -2.791 -5.464  0.00
O: 0.085 4.451 2.353  0.00
O: 0.390 -0.707 2.809  0.00
H: -3.075 0.207 3.375  0.00
C: -2.725 -1.154 1.730  0.00
O: 0.695 -0.234 0.410  0.02
O: 1.687 2.682 2.952  0.00
H: 2.804 4.445 2.910  0.00
C: 2.782 -0.404 1.922  0.00
C: -1.464 3.125 -2.377  0.01
H: 3.892 2.474 -2.100  0.00
O: 1.190 -2.405 1.335  0.00
O: 2.013 2.037 -0.941  0.03
H: 0.922 -4.678 0.113  0.00
H: 3.386 -0.400 1.023  0.00
H: 3.152 -1.170 2.612  0.00
O: -2.081 -2.737 -2.374  0.00
C: 2.044 -2.856 0.247  0.00
O: -1.627 1.891 -2.639  0.03
H: -0.339 1.985 4.407  0.00
H: 0.802 -4.542 -5.464  0.00
O: -2.104 0.971 0.140  0.02
H: -2.416 -0.349 -4.151  0.00

Values from the calculation:
LUMO level (spin up / spin down) ... 0.24 / 0.24 eV
Kohn-Sham gap (spin up / spin down) ... 8.46 / 9.07 eV
<S²> ... 8.7519
2S+1 ... 6
Net charge ... 0

---

Most stable to least stable, the ends of the list are x and w.

---

## w
Here is a molecular structure, C13H25Cl8CuO4 from the Open Molecules 2025 dataset. Energies are from ωB97M-V/def2-TZVPD.

Last column: Löwdin spin population.
Geometry (Å):
C: -0.581 0.910 -7.170  0.00
Cl: -4.494 4.795 7.374  0.00
Cl: 2.658 6.623 -2.846  0.00
C: -4.272 3.173 6.532  0.00
C: -1.499 1.239 1.626  0.09
H: -0.045 -4.143 5.161  0.00
H: -5.233 1.403 6.079  0.00
H: -1.454 0.718 -4.246  0.00
H: 4.246 6.582 -1.162  0.00
H: -0.143 -0.300 -4.561  0.00
C: 0.229 -6.206 5.222  0.00
C: 3.789 5.787 -1.751  0.00
Cl: 3.014 -3.992 -1.157  0.00
C: -5.527 2.360 6.510  0.00
O: -0.393 1.313 -5.867  0.00
C: -1.435 -2.118 -5.698  0.00
H: -3.471 2.628 7.030  0.00
H: -1.243 1.439 2.666  0.00
H: -0.730 1.710 1.013  0.02
C: 4.810 4.938 -2.516  0.00
Cu: -6.359 0.718 -0.864  0.00
O: -2.814 1.433 1.161  0.84
H: 4.269 -2.306 -2.197  0.00
H: 3.211 5.240 -1.007  0.00
Cl: 4.774 -3.024 1.497  0.00
H: -0.361 -2.303 -5.671  0.00
O: -1.207 -0.277 -7.165  0.00
H: -1.794 -2.447 -4.723  0.00
H: -0.472 -6.413 6.031  0.00
H: 1.234 -6.116 5.634  0.00
Cl: -2.080 -4.949 4.367  0.00
H: 5.263 -1.304 -0.044  0.00
H: 5.224 -3.547 -1.422  0.00
H: 5.260 5.474 -3.351  0.00
Cl: 4.269 3.381 -3.191  0.00
Cl: -6.144 2.023 8.149  0.00
H: -1.915 -2.757 -6.439  0.00
C: -0.239 -4.968 4.476  0.00
O: -0.107 1.500 -8.129  0.00
H: -6.301 2.917 5.981  0.00
Cl: 0.327 -7.657 4.128  0.00
C: -1.705 -0.634 -5.943  0.00
C: 4.459 -2.037 0.014  0.00
H: -2.765 -0.382 -5.970  0.00
C: 4.336 -2.926 -1.303  0.00
C: -0.900 0.286 -5.081  0.00
H: 0.184 -4.703 3.508  0.00
H: 5.655 4.724 -1.861  0.00
H: -1.252 0.181 1.544  0.05
H: -3.843 3.419 5.561  0.00
H: 3.569 -1.411 0.068  0.00

Values from the calculation:
LUMO level (spin up / spin down) ... -7.95 / -7.95 eV
Kohn-Sham gap (spin up / spin down) ... 4.30 / 4.30 eV
<S²> ... 0.7540
2S+1 ... 2
Net charge ... +1

---

## x
Here is a molecular structure, C13H25Cl8CuO4 from the Open Molecules 2025 dataset. Energies are from ωB97M-V/def2-TZVPD.

Last column: Löwdin spin population.
Geometry (Å):
O: -1.509 -0.019 -2.013  0.79
H: 2.252 2.268 -2.401  0.00
H: 2.871 1.765 0.029  0.00
H: 0.302 -0.773 -1.522  0.06
H: -1.395 2.595 1.080  0.00
Cu: -2.323 -0.090 -4.070  0.01
H: 4.449 1.355 -0.577  0.00
H: 2.278 -1.505 -0.096  0.00
C: -3.463 2.377 0.231  0.00
C: -1.411 5.143 0.056  0.00
Cl: 2.036 -3.439 1.332  0.00
H: 2.738 0.608 -2.210  0.00
Cl: -3.142 -5.746 -1.572  0.00
H: -2.145 -3.588 -1.878  0.00
C: 3.113 1.632 -2.196  0.00
H: 0.177 0.794 4.134  0.00
H: 4.581 -1.716 -0.789  0.00
O: -0.875 4.519 -1.019  0.00
C: 3.564 1.954 -0.790  0.00
H: -1.067 -1.816 -1.171  0.03
H: -4.119 3.049 -0.322  0.00
H: -1.351 -0.779 2.839  0.00
H: 2.550 -2.932 -0.945  0.00
C: -2.898 -3.970 -1.189  0.00
Cl: 5.168 -3.620 0.621  0.00
H: -3.657 -4.034 0.846  0.00
H: 0.018 -1.705 2.397  0.00
H: 1.562 -0.193 3.887  0.00
H: -3.518 1.374 -0.193  0.00
C: 4.275 -2.112 0.179  0.00
C: -2.080 2.956 0.313  0.00
H: -0.657 -0.481 -0.123  0.00
H: -2.544 -2.673 0.557  0.00
C: 0.612 0.084 3.431  0.00
H: -3.794 -3.454 -1.533  0.00
C: 2.789 -2.461 0.008  0.00
Cl: -1.291 -4.601 0.979  0.00
C: -1.387 3.200 -1.086  0.00
Cl: 4.362 1.917 -3.439  0.00
Cl: 0.924 0.868 1.850  0.00
O: -2.241 4.322 0.690  0.00
C: -2.744 -3.722 0.340  0.00
H: -0.593 2.477 -1.273  0.00
C: -0.729 -0.780 -1.169  0.11
H: 4.425 -1.269 0.854  0.00
H: -2.086 3.020 -1.903  0.00
Cl: -0.577 -2.016 4.663  0.00
O: -1.191 6.289 0.411  0.00
H: -3.851 2.262 1.243  0.00
Cl: 3.958 3.744 -0.691  0.00
C: -0.366 -1.075 3.199  0.00

Values from the calculation:
LUMO level (spin up / spin down) ... -6.92 / -7.88 eV
Kohn-Sham gap (spin up / spin down) ... 6.05 / 5.10 eV
<S²> ... 0.7548
2S+1 ... 2
Net charge ... +1

---

Most stable to least stable, the ends of the list are x and w.